# 1
Here is C42H58AsBN2P2STl as an isolated structure from OMol25. Energies are from ωB97M-V with the def2-TZVPD basis set.

ORCA input file:
```
! wB97M-V def2-TZVPD RIJCOSX def2/J DEFGRID3
* xyz 1 1
Tl 0.8280 0.4494 -0.3594
As 3.0916 -0.8546 -0.4230
S 1.8152 1.6258 -2.3689
P 0.7081 1.2234 2.8079
P -1.1214 -2.1012 -1.3334
N -2.3693 0.1753 -0.3739
N -1.6447 1.4366 1.4208
C 4.6623 -1.3162 -2.7768
C -3.9185 1.6817 2.5004
C 1.9140 2.5922 3.2037
C 4.6157 -0.3260 0.6077
C 1.6248 -4.2787 1.3620
C 4.3610 -0.2159 -4.8753
C -0.9903 -0.6177 3.8262
C 2.7789 -2.7200 -0.0704
C 6.8115 0.5082 2.0549
C -3.0296 1.2367 1.5360
C -5.2516 1.3062 2.3839
C 6.3074 -0.7700 2.2417
C -5.6831 0.5226 1.3180
C 3.6237 -0.5574 -2.2346
C 5.1136 0.9602 0.4133
C 1.3198 -0.7129 4.7166
C -3.4925 -3.4894 -0.4734
C 3.2718 1.9587 3.5249
C -3.4626 0.4425 0.4657
C 0.1893 0.2412 4.3143
C -4.7963 0.0911 0.3392
C 6.2178 1.3717 1.1408
C 5.0328 -1.1538 -4.0983
C -0.8579 2.1470 2.4249
C -0.3561 -1.5619 -3.9078
C -1.7477 -2.8452 1.1859
C -2.2833 -3.1609 -3.7526
C 2.9010 -5.0768 -0.5130
C 5.1999 -1.1959 1.5171
C 1.9609 -2.9756 1.0287
C -1.3105 -4.7210 -0.3779
C 3.2432 -3.7736 -0.8500
C 3.3672 0.5744 -4.3271
C 1.5128 3.5387 4.3393
C -2.4054 -0.7647 -1.4890
C -0.2518 1.0424 5.5412
C 2.0969 -5.3309 0.5887
C -0.9779 -2.7092 -3.0980
C 2.9907 0.4424 -2.9864
C 0.0467 -3.8501 -3.1361
C 2.0663 3.4112 1.9123
C -1.9823 -3.3509 -0.2463
B -1.2389 0.7562 0.2445
H -1.6352 -5.3489 0.4557
H 2.1338 4.4374 4.2999
H 3.2619 -5.8960 -1.1204
H 0.9243 -3.6158 -2.5326
H -2.2520 -3.5116 1.8912
H 0.5979 1.4079 6.1142
H 2.1487 2.7897 1.0127
H -1.5946 -5.2297 -1.2989
H 6.6186 2.3658 0.9942
H 2.1759 -0.1912 5.1403
H 0.3806 -3.9915 -4.1676
H -2.7025 -4.0403 -3.2633
H 3.2459 1.3561 4.4311
H 4.6295 -0.0836 -5.9150
H -5.9640 1.6392 3.1254
H -0.8318 0.3900 6.1991
H -2.1982 -0.2395 -2.4184
H 4.8028 -2.1926 1.6652
H 2.9889 3.9937 1.9685
H -3.0402 -2.3737 -3.7494
H 1.2462 4.1132 1.7618
H 3.8481 -3.5966 -1.7268
H 0.9495 -1.4025 5.4793
H 6.7761 -1.4404 2.9496
H 0.6289 -1.2960 -3.5196
H -0.3602 -4.7982 -2.7913
H -3.5960 2.3100 3.3199
H -3.4193 -1.1526 -1.5655
H -0.8849 1.8957 5.2979
H -0.2015 -1.9015 -4.9353
H -0.2203 -4.6532 -0.3404
H 5.8386 -1.7417 -4.5148
H -0.9534 -0.6549 -3.9595
H 7.6752 0.8333 2.6191
H -3.7725 -3.5145 -1.5254
H -1.1860 -1.3965 4.5675
H -5.1470 -0.4909 -0.5023
H 0.4724 3.8616 4.2692
H 0.9903 -4.4709 2.2175
H 1.6653 -1.3089 3.8708
H -2.1466 -1.8389 1.3422
H 4.6532 1.6291 -0.3064
H -4.0416 -2.6795 0.0083
H 5.2096 -2.0141 -2.1548
H -2.0953 -3.4272 -4.7959
H -3.8380 -4.4215 -0.0199
H 2.8795 1.3292 -4.9299
H 4.0100 2.7500 3.6790
H -0.7772 -1.1075 2.8738
H 1.5742 -2.1539 1.6233
H 1.6625 3.0846 5.3163
H -0.6830 -2.8371 1.4285
H -1.4562 2.2242 3.3326
H -6.7287 0.2589 1.2393
H 3.6295 1.3307 2.7092
H -1.9082 -0.0414 3.7085
H -0.6380 3.1641 2.1009
H 1.8323 -6.3488 0.8414
*
```

The energy is -143094.34037 eV. For the HOMO energy, the calculation gives -10.3317 eV. Its molar mass is 975.1 g mol⁻¹. As for the strongest force on any atom: 0.0083 Eh/bohr.

***

# 2
Here is an isolated ion of composition CHO5S and charge -1 in a non-equilibrium geometry from OMol25. Energies are from ωB97M-V with the def2-TZVPD basis set.

ORCA input file:
```
! wB97M-V def2-TZVPD RIJCOSX def2/J DEFGRID3
* xyz -1 3
S -0.9579 0.4938 -0.1279
O 1.0432 -1.4586 0.4282
O 1.1842 -0.9817 -0.8536
O -0.9841 1.1364 -1.4269
O -1.0912 1.3992 1.0350
O -1.6835 -0.7313 0.0843
C 0.8322 -0.1722 0.1494
H 1.6571 0.3143 0.7115
*
```

The energy is -22118.45257 eV. For the HOMO energy (alpha / beta), the calculation gives -1.4819 / -5.3837 eV. Its molar mass is 125.1 g mol⁻¹. For the energy above the lowest of the compared OMol25 structures with the same formula, charge and spin, the calculation gives 495.1 kJ/mol. As for the strongest force on any atom: 0.3781 Eh/bohr.

***

# 3
Here is a single C20H24N2O2S molecule from OMol25. Energies are from ωB97M-V with the def2-TZVPD basis set.

ORCA input file:
```
! wB97M-V def2-TZVPD RIJCOSX def2/J DEFGRID3
* xyz 0 1
S 0.6960 1.5847 2.3571
O -1.0027 -1.1885 1.9097
O -3.6297 -0.2817 1.2645
N -1.1867 1.3319 0.5243
N 0.9571 0.7431 -0.1272
C -0.9993 -2.4829 -0.0704
C -1.8309 -0.5471 2.8521
C 0.1256 1.1806 0.8532
C 3.1580 0.4632 -1.0340
C -3.5973 -1.7001 -0.6333
C 6.2833 -1.2354 0.2612
C 4.4471 -0.0268 -0.9565
C 4.8753 -0.7328 0.1603
C 2.2649 0.2606 0.0136
C 3.9670 -0.9511 1.1894
C -2.1440 1.6558 1.5551
C -1.6738 1.2777 -0.8410
C -2.8204 0.4197 2.1924
C -1.6353 -2.9554 -1.2025
C -1.8700 2.4695 -3.0518
C -2.9412 -2.5792 -1.4738
C -1.3676 2.5656 -1.6173
C 2.6741 -0.4707 1.1227
C -2.9592 -1.2009 0.4951
C -1.6610 -1.6218 0.7960
H 4.2744 -1.5149 2.0582
H 6.8970 -0.5151 0.8035
H 0.6530 0.8360 -1.0846
H -1.6270 2.2025 2.3492
H 0.0128 -2.7672 0.1708
H -2.4042 -1.3022 3.4092
H -1.1132 -3.6256 -1.8679
H 6.7192 -1.3749 -0.7254
H 5.1302 0.1445 -1.7763
H -4.6066 -1.3768 -0.8344
H -2.7554 1.1394 -0.8037
H 6.3199 -2.1790 0.8013
H 2.8396 1.0097 -1.9118
H -1.3895 1.6442 -3.5734
H -1.1636 -0.0154 3.5318
H -0.2933 2.7631 -1.6132
H -3.5145 0.7893 2.9561
H -1.8503 3.4047 -1.1122
H -1.2661 0.4033 -1.3616
H -1.6564 3.3883 -3.5916
H -2.9444 2.3023 -3.0686
H 1.9793 -0.6659 1.9226
H -2.9235 2.2922 1.1301
H -3.4469 -2.9606 -2.3473
*
```

The energy is -39040.17687 eV. For the HOMO energy, the calculation gives -7.7959 eV. Its molar mass is 356.5 g mol⁻¹. For the energy above the lowest of the compared OMol25 structures with the same formula, charge and spin, the calculation gives 167.8 kJ/mol. As for the strongest force on any atom: 0.0163 Eh/bohr. As for the SMILES: CCCN(C[C@@H]1COc2ccccc2O1)C(=S)Nc1ccc(C)cc1.

***

Question: Among the records above, which one has the highest energy?
Answer: CHO5S

***

Copy entry 2 word for word.
Here is an isolated ion of composition CHO5S and charge -1 in a non-equilibrium geometry from OMol25. Energies are from ωB97M-V with the def2-TZVPD basis set.

ORCA input file:
```
! wB97M-V def2-TZVPD RIJCOSX def2/J DEFGRID3
* xyz -1 3
S -0.9579 0.4938 -0.1279
O 1.0432 -1.4586 0.4282
O 1.1842 -0.9817 -0.8536
O -0.9841 1.1364 -1.4269
O -1.0912 1.3992 1.0350
O -1.6835 -0.7313 0.0843
C 0.8322 -0.1722 0.1494
H 1.6571 0.3143 0.7115
*
```

The energy is -22118.45257 eV. For the HOMO energy (alpha / beta), the calculation gives -1.4819 / -5.3837 eV. Its molar mass is 125.1 g mol⁻¹. For the energy above the lowest of the compared OMol25 structures with the same formula, charge and spin, the calculation gives 495.1 kJ/mol. As for the strongest force on any atom: 0.3781 Eh/bohr.

***

Question: What is the strongest force on any atom in the third record?
Answer: 0.0163 Eh/bohr

***

Question: Which value of strongest force on any atom does entry 3 give?
Answer: 0.0163 Eh/bohr